## P
Computed, not measured: 12 unconnected molecules or ions with the total composition H24O12, with the ωB97M-V functional and the def2-TZVPD basis.

Structure (ORCA input):
```
! wB97M-V def2-TZVPD RIJCOSX def2/J DEFGRID3
* xyz 0 1
O -0.0415 0.4071 -0.5314
H -0.0396 -0.5543 -0.4637
H -0.9604 0.6270 -0.7219
O 2.2812 -3.6280 -1.5415
H 1.6103 -3.2162 -0.9852
H 2.2683 -3.1048 -2.3508
O -3.4087 -0.2808 -0.7485
H -3.0713 -0.4908 0.1296
H -2.6487 -0.4065 -1.3279
O 2.4694 -0.2294 2.9716
H 1.7966 -0.1228 3.6534
H 2.3478 -1.1338 2.6614
O 1.9855 3.6247 1.2737
H 1.5532 4.4848 1.3220
H 2.6151 3.6373 2.0034
O -5.2741 -1.0074 0.6107
H -5.3483 -1.0993 1.5673
H -4.5766 -1.6271 0.3690
O 0.8550 2.5609 -2.1458
H 0.2757 3.1893 -2.5912
H 0.5725 2.5935 -1.2249
O -3.4390 -0.1814 2.7092
H -3.8464 0.6234 3.0487
H -2.6474 0.1298 2.2559
O -1.9361 1.8874 -2.4492
H -1.6267 2.5637 -1.8361
H -2.7369 2.2649 -2.8301
O 0.9275 -2.7263 0.5206
H 1.8836 -2.6506 0.6158
H 0.5779 -2.2643 1.2909
O 1.0781 -1.5403 -2.2309
H 0.1625 -1.2854 -2.0703
H 1.5930 -0.8545 -1.7911
O 5.0912 0.1806 0.5361
H 5.2612 -0.7582 0.3992
H 4.3957 0.3879 -0.0982
*
```

M in g mol⁻¹: 216.2
HOMO in eV: -10.60
SMILES: O.O.O.O.O.O.O.O.O.O.O.O
LUMO level in eV: -0.45

=====

## Q
Computed, not measured: 12 unconnected molecules or ions with the total composition H24O12, with the ωB97M-V functional and the def2-TZVPD basis.

Structure (ORCA input):
```
! wB97M-V def2-TZVPD RIJCOSX def2/J DEFGRID3
* xyz 0 1
O 3.4441 -2.0039 1.0542
H 2.5415 -1.7220 1.2024
H 3.9787 -1.2924 1.4066
O 0.6202 3.0066 1.8310
H 1.0700 3.7406 2.2494
H 1.3244 2.4661 1.4731
O 1.8337 -0.5256 2.4529
H 1.2490 -0.3636 3.1933
H 2.6528 -0.0935 2.6950
O -0.0427 -0.1645 0.0028
H -0.4684 0.3394 -0.6908
H 0.8082 0.2583 0.1189
O 0.9860 -2.0799 -2.4475
H 0.7806 -1.1473 -2.3820
H 0.2708 -2.4473 -2.9669
O 2.2190 1.3504 0.2696
H 2.8800 0.6664 0.1624
H 2.5125 2.0595 -0.3025
O -0.7475 0.8872 -2.4546
H -0.2592 1.6388 -2.7906
H -1.0557 0.4317 -3.2380
O -1.5142 -3.4444 -1.1671
H -1.2183 -2.8269 -0.4983
H -1.2367 -4.3010 -0.8424
O -0.9888 0.8350 2.5905
H -1.1118 0.5766 1.6771
H -0.4053 1.5926 2.5491
O -3.9052 0.8998 -0.1814
H -3.0418 0.5022 -0.0684
H -3.7696 1.5864 -0.8344
O -0.0815 -2.6650 1.3818
H -0.9888 -2.5086 1.6437
H 0.3107 -1.7927 1.3427
O -3.1484 2.2296 -2.5289
H -2.3074 1.7766 -2.4675
H -3.1909 2.5350 -3.4351
*
```

M in g mol⁻¹: 216.2
HOMO in eV: -10.55
SMILES: O.O.O.O.O.O.O.O.O.O.O.O
LUMO level in eV: -0.72

=====

## R
Computed, not measured: 12 unconnected molecules or ions with the total composition H24O12, with the ωB97M-V functional and the def2-TZVPD basis.

Structure (ORCA input):
```
! wB97M-V def2-TZVPD RIJCOSX def2/J DEFGRID3
* xyz 0 1
O -20.1543 -6.6852 4.6745
H -19.3234 -6.5975 4.1941
H -19.9042 -6.6978 5.6134
O -21.1603 -1.2986 2.3293
H -20.7384 -1.9283 2.9316
H -21.9153 -1.7781 1.9728
O -17.9994 -3.2805 4.7193
H -18.5724 -2.8891 4.0498
H -18.5901 -3.8323 5.2512
O -19.2252 -3.5530 1.7584
H -18.4217 -4.0306 1.5034
H -19.7632 -3.5196 0.9602
O -15.9814 -2.2475 6.4545
H -16.6477 -2.5318 5.7935
H -16.4853 -2.1444 7.2738
O -16.5936 -4.4742 2.4499
H -16.3042 -3.9734 3.2223
H -15.8027 -4.9242 2.1322
O -16.9579 0.3875 4.8122
H -17.3569 -0.3570 4.3398
H -16.5787 -0.0024 5.6094
O -20.2706 -1.3477 5.1601
H -19.5228 -1.0071 4.6494
H -20.8119 -0.5695 5.3340
O -16.7184 -5.0277 7.1582
H -16.3597 -5.5438 6.4233
H -16.3827 -4.1242 6.9982
O -20.7957 -4.3188 7.5338
H -21.0093 -4.3574 8.4707
H -20.2591 -5.1164 7.3730
O -19.0245 -6.5378 7.4486
H -18.7825 -7.2668 8.0295
H -18.1743 -6.1054 7.2079
O -18.2944 -0.7852 2.5254
H -19.2454 -0.8758 2.3700
H -18.0108 -0.0784 1.9357
*
```

M in g mol⁻¹: 216.2
HOMO in eV: -10.76
SMILES: O.O.O.O.O.O.O.O.O.O.O.O
LUMO level in eV: 0.06

=====

Most stable pick: R. Distance to second place: 87.9 kJ/mol.

=====

## P
Computed, not measured: 12 unconnected molecules or ions with the total composition H24O12, with the ωB97M-V functional and the def2-TZVPD basis.

Structure (ORCA input):
```
! wB97M-V def2-TZVPD RIJCOSX def2/J DEFGRID3
* xyz 0 1
O 2.2452 1.4273 -1.7040
H 2.4264 0.9326 -0.9049
H 1.7617 0.8164 -2.2601
O -0.4881 2.6279 1.6963
H -0.8350 1.7626 1.9138
H 0.1897 2.7867 2.3533
O -1.7758 0.3511 2.4404
H -2.3355 -0.3446 2.0955
H -1.6796 0.1432 3.3698
O 1.9998 -2.2627 -1.5939
H 1.8330 -1.3727 -1.2833
H 2.9457 -2.2936 -1.7367
O 0.5127 0.4023 -3.6109
H 1.0380 0.9573 -4.1873
H 0.0989 -0.2301 -4.1983
O -1.2782 2.3111 -2.7965
H -0.5752 1.6645 -2.7336
H -1.5261 2.3068 -3.7210
O 0.9952 -2.9241 1.3239
H 0.1453 -3.3587 1.3947
H 0.8638 -2.2466 0.6606
O 1.2313 -0.2417 2.8956
H 1.3542 -0.9127 3.5671
H 0.3700 -0.4302 2.5229
O -3.2179 -1.8231 1.4624
H -2.9904 -2.3121 0.6716
H -3.6669 -2.4603 2.0178
O 2.5925 -0.4886 0.2548
H 2.0322 -0.4180 1.0277
H 3.1784 -1.2201 0.4491
O -2.1693 2.9297 -0.2063
H -1.8807 2.4345 -0.9729
H -1.4131 2.9259 0.3806
O -0.3322 -0.6903 -0.1775
H -0.6809 -0.2141 -0.9310
H -0.9691 -0.5356 0.5200
*
```

M in g mol⁻¹: 216.2
HOMO in eV: -9.49
SMILES: O.O.O.O.O.O.O.O.O.O.O.O
LUMO level in eV: -0.27

=====

## Q
Computed, not measured: 12 unconnected molecules or ions with the total composition H24O12, with the ωB97M-V functional and the def2-TZVPD basis.

Structure (ORCA input):
```
! wB97M-V def2-TZVPD RIJCOSX def2/J DEFGRID3
* xyz 0 1
O 2.7060 2.5828 0.9824
H 3.3447 3.3014 0.6945
H 1.7500 2.8469 0.6987
O 0.0570 1.8055 1.6914
H 0.3127 2.1149 0.7283
H 0.7043 1.3720 2.1265
O 1.4896 -2.6271 -2.7190
H 2.2615 -2.8453 -3.3030
H 0.8679 -2.5074 -3.3820
O 1.4502 -0.1748 3.7058
H 1.3123 -0.7693 4.3952
H 0.6098 0.2387 3.7981
O -0.2916 0.9210 -0.8272
H -1.2602 0.9299 -1.1689
H 0.1247 0.1641 -1.2095
O 2.0341 0.7162 -4.0252
H 2.2632 -0.2062 -4.0093
H 2.8082 1.1031 -3.5290
O -4.1476 0.6408 -0.0973
H -3.5379 0.7946 0.5583
H -5.0516 0.3809 0.0662
O 3.5928 0.1514 0.0333
H 3.1947 0.7996 0.5063
H 3.0639 -0.4439 0.5862
O -2.3988 1.4001 3.0638
H -3.2674 1.8608 3.3178
H -2.0166 2.3224 3.2379
O -3.3949 -2.5591 -0.1140
H -2.9423 -1.8347 -0.0325
H -2.6528 -3.2852 -0.1080
O -1.8406 0.1896 -3.6315
H -2.4621 0.8979 -3.7189
H -2.3680 -0.4619 -4.1013
O 1.0487 -3.3507 1.5630
H 1.5346 -2.6631 1.7487
H 1.1014 -3.8060 2.4746
*
```

M in g mol⁻¹: 216.2
HOMO in eV: -10.68
SMILES: O.O.O.O.O.O.O.O.O.O.O.O
LUMO level in eV: 0.26

=====

## R
Computed, not measured: 12 unconnected molecules or ions with the total composition H24O12, with the ωB97M-V functional and the def2-TZVPD basis.

Structure (ORCA input):
```
! wB97M-V def2-TZVPD RIJCOSX def2/J DEFGRID3
* xyz 0 1
O 0.0012 -1.7728 1.6854
H 0.5894 -2.3546 2.1081
H 0.5420 -1.7063 0.9332
O -0.9038 0.8659 2.6034
H -1.4979 1.4824 2.1736
H -0.3321 0.5904 1.8617
O 2.1400 -1.1026 -0.3559
H 2.8615 -0.9656 0.2691
H 2.3169 -0.5215 -1.0841
O 0.1860 -0.0188 -2.7121
H -0.6129 0.3614 -3.0674
H 0.4621 0.6691 -2.1476
O 2.9772 0.7999 -2.0098
H 3.7239 0.8613 -2.6799
H 3.3037 1.4075 -1.3073
O -0.5272 2.6744 -1.3345
H -1.5190 2.7421 -1.1881
H -0.0238 2.2167 -0.6644
O -3.1566 1.3850 0.5696
H -2.6440 2.2172 0.6436
H -2.8048 0.8210 -0.1090
O -0.5572 -2.5581 -1.0992
H -1.0441 -1.6734 -1.1902
H -0.8269 -2.9280 -0.2616
O -3.0217 -1.0460 1.9596
H -2.0950 -0.8577 1.8324
H -3.0644 -1.6492 2.6940
O 3.9942 -0.3786 1.7361
H 3.5028 0.4163 1.8606
H 4.8438 -0.0933 1.9443
O 0.2752 0.8065 0.3063
H -0.3803 0.2140 -0.0705
H 1.0740 0.2858 0.2963
O -2.3096 -0.3344 -1.1442
H -2.2450 -0.2572 -2.0708
H -3.2277 -0.5987 -0.9807
*
```

M in g mol⁻¹: 216.2
HOMO in eV: -10.00
SMILES: O.O.O.O.O.O.O.O.O.O.O.O
LUMO level in eV: -0.30

=====

Most stable pick: P. Distance to second place: 102.4 kJ/mol.